# C21H48FO18P3

A cluster of 7 separate species, C21H48FO18P3 in total (wB97M-V/def2-TZVPD, the Open Molecules 2025 dataset).

Output
Lowest unoccupied orbital energy (eV): 0.34
Relative energy (zero: lowest compared OMol25 entry of this formula, charge and spin) (kJ/mol): 51.23
Structure (SMILES): O=C1OC[C@@H](F)O1.COP(=O)(OC)OC.COP(=O)(OC)OC.COP(=O)(OC)OC.CC(C)=O.CC(C)=O.CC(C)=O

Each line ends with the Löwdin charge.
Atoms and positions in Å:
1 P 3.18 0.05 3.79  0.38
2 P -0.37 0.72 -3.96  0.31
3 P -3.04 0.19 2.42  0.31
4 F 4.66 -1.08 -2.73  0.02
5 O 3.19 0.10 -1.55  0.09
6 O 0.87 0.89 -3.24  -0.18
7 O 3.55 2.02 -0.38  0.15
8 O -1.75 4.94 0.18  0.07
9 O -2.63 -7.16 -1.33  0.07
10 O -1.61 0.78 -2.98  -0.23
11 O -3.97 1.47 2.22  -0.23
12 O 2.98 0.28 5.37  -0.23
13 O -1.92 0.58 3.38  -0.18
14 O 4.08 1.94 -2.59  0.08
15 O -2.31 0.17 0.96  -0.26
16 O -3.70 -1.01 2.88  -0.21
17 O -0.68 1.71 -5.10  -0.19
18 O 4.71 0.52 3.71  -0.21
19 O -0.51 -0.62 -4.76  -0.20
20 O 2.46 1.26 3.04  -0.22
21 O 2.78 -1.26 3.31  -0.21
22 O -0.01 -2.42 -0.74  0.05
23 C 0.73 -0.55 0.42  0.00
24 C -1.03 1.70 3.22  -0.05
25 C -0.78 -6.41 -0.04  -0.01
26 C -5.07 1.74 3.19  -0.05
27 C -1.54 3.85 -0.30  -0.51
28 C -2.87 -0.61 -0.16  -0.04
29 C -0.52 -1.88 -4.08  -0.07
30 C 2.00 -0.60 6.02  -0.08
31 C 5.28 0.54 2.41  -0.09
32 C 3.62 1.42 -1.42  -0.51
33 C -2.62 -4.86 -0.82  -0.03
34 C -2.66 3.18 -1.03  -0.01
35 C 3.77 0.96 -3.65  -0.03
36 C 3.50 -0.30 -2.85  -0.31
37 C -2.05 -6.23 -0.83  -0.54
38 C -2.96 0.81 -3.45  -0.10
39 C 0.75 -2.02 0.08  -0.48
40 C 1.81 -2.94 0.66  -0.02
41 C 2.37 2.55 3.58  -0.12
42 C -0.34 3.08 -5.04  -0.06
43 C -0.24 3.09 -0.35  -0.01
44 H 0.07 3.08 -1.42  0.09
45 H -2.79 -4.48 0.19  0.10
46 H 0.58 -0.41 1.53  0.10
47 H -4.62 1.85 4.16  0.07
48 H 0.72 3.19 -5.01  0.09
49 H -3.63 0.50 -2.68  0.06
50 H -1.52 -1.86 -3.55  0.10
51 H 4.46 0.43 1.66  0.08
52 H -0.34 -7.26 -0.43  0.06
53 H 3.01 1.20 -4.39  0.12
54 H -0.14 1.49 3.77  0.05
55 H -0.05 -0.04 -0.11  0.03
56 H -3.57 -4.86 -1.32  0.07
57 H -1.09 -6.36 1.04  0.12
58 H -0.53 -2.69 -4.79  0.09
59 H -3.52 3.83 -0.97  0.08
60 H -0.78 3.54 -4.15  0.09
61 H 1.89 3.25 2.91  0.09
62 H -5.77 0.89 3.23  0.09
63 H 1.99 -3.83 0.10  0.06
64 H 4.70 0.83 -4.22  0.13
65 H -0.32 2.04 -0.04  0.06
66 H 1.51 -3.34 1.67  0.10
67 H 1.70 -0.01 0.29  0.08
68 H 1.94 -1.58 5.59  0.06
69 H -2.84 2.27 -0.38  0.09
70 H 2.31 -0.71 7.11  0.11
71 H 3.29 2.96 3.85  0.07
72 H 2.81 -0.97 -3.36  0.16
73 H -1.46 2.63 3.63  0.11
74 H -3.61 -0.06 -0.68  0.05
75 H 0.99 -0.09 5.79  0.11
76 H -3.24 1.84 -3.74  0.09
77 H -1.95 -0.71 -0.81  0.08
78 H 1.63 2.64 4.45  0.11
79 H -0.86 1.92 2.16  0.07
80 H -0.72 3.53 -5.92  0.08
81 H 0.57 3.66 0.14  0.09
82 H 5.83 1.43 2.24  0.08
83 H 2.78 -2.43 0.70  0.08
84 H -1.90 -4.29 -1.42  0.08
85 H -3.16 0.18 -4.35  0.11
86 H 0.18 -1.98 -3.25  0.07
87 H -3.33 -1.50 0.23  0.08
88 H -2.44 2.81 -2.08  0.07
89 H -0.20 -5.47 -0.19  0.08
90 H 5.99 -0.27 2.32  0.09
91 H -5.71 2.62 2.99  0.09

=====

# C21H49N6O7P3

A cluster of 3 separate species, C21H49N6O7P3 in total (wB97M-V/def2-TZVPD, the Open Molecules 2025 dataset).

Output
Lowest unoccupied orbital energy (eV): 0.63
Structure (SMILES): CCO[P@](=O)(O)OCOc1ccccc1.CN(C)P(=O)(N(C)C)N(C)C.CN(C)P(=O)(N(C)C)N(C)C

Each line ends with the Löwdin charge.
Atoms and positions in Å:
1 P -2.48 2.45 -0.52  0.34
2 P 2.79 -0.53 -4.30  0.64
3 P 0.24 -1.90 3.95  0.67
4 O -2.92 3.04 -1.79  -0.23
5 O -0.90 2.15 -0.52  -0.09
6 O -3.18 1.06 -0.25  -0.17
7 O -0.80 -2.53 3.07  -0.29
8 O -4.69 3.76 1.70  0.00
9 O 1.75 -1.38 -3.66  -0.30
10 O -2.59 3.38 0.76  -0.11
11 N 1.28 -1.33 2.72  -0.33
12 N 4.29 -0.32 -5.04  -0.31
13 N 2.99 0.73 -3.16  -0.33
14 N 1.95 -0.13 -5.75  -0.32
15 N 0.81 -0.89 5.16  -0.31
16 N 0.73 -3.31 4.81  -0.32
17 C -7.40 0.87 0.40  -0.09
18 C 5.31 0.64 -4.66  -0.10
19 C 2.64 2.12 -3.24  -0.12
20 C -2.76 0.37 0.96  -0.25
21 C 2.09 -3.79 4.85  -0.14
22 C 2.58 -1.80 2.29  -0.12
23 C -6.82 1.71 -0.53  -0.07
24 C -5.91 2.68 -0.15  -0.03
25 C -7.04 1.00 1.74  -0.08
26 C -2.85 -1.11 0.67  -0.07
27 C -0.20 -4.44 4.79  -0.14
28 C 1.74 1.23 -6.22  -0.14
29 C 1.85 0.12 5.02  -0.10
30 C 0.68 -0.31 1.86  -0.11
31 C 0.43 -1.15 6.55  -0.12
32 C 3.41 0.30 -1.84  -0.13
33 C 4.55 -0.98 -6.32  -0.12
34 C 0.79 -0.95 -6.08  -0.14
35 C -3.71 4.26 0.85  -0.22
36 C -6.13 1.96 2.12  -0.02
37 C -5.55 2.81 1.19  -0.27
38 H 5.43 0.72 -3.59  0.06
39 H 1.21 -1.74 7.05  0.09
40 H -7.49 0.37 2.50  0.10
41 H -3.48 0.61 1.74  0.12
42 H 1.41 1.22 -7.26  0.08
43 H 1.76 0.69 4.10  0.06
44 H 3.29 -0.96 2.22  0.08
45 H -2.02 -1.49 0.07  0.08
46 H -0.14 -5.01 3.86  0.08
47 H -2.96 -1.66 1.60  0.07
48 H 1.28 -0.15 0.97  0.08
49 H 3.03 -2.50 2.98  0.04
50 H 2.53 -2.28 1.31  0.09
51 H -7.10 1.62 -1.58  0.11
52 H 0.56 -0.86 -7.14  0.08
53 H 0.98 -2.00 -5.88  0.07
54 H -0.10 -0.66 -5.51  0.08
55 H -1.78 0.67 1.30  0.08
56 H 5.58 -1.31 -6.38  0.08
57 H -3.34 5.16 1.33  0.14
58 H -0.50 -1.71 6.60  0.08
59 H 3.92 -1.86 -6.44  0.08
60 H 1.80 2.37 -2.59  0.08
61 H -0.70 1.84 -1.42  0.09
62 H -1.22 -4.10 4.91  0.07
63 H 2.20 -4.54 5.64  0.08
64 H -4.08 4.56 -0.13  0.12
65 H -5.88 2.07 3.17  0.12
66 H 5.09 1.63 -5.07  0.09
67 H 4.46 -0.03 -1.83  0.07
68 H 2.80 -2.99 5.10  0.07
69 H 3.49 2.75 -2.94  0.08
70 H 0.59 0.65 2.38  0.08
71 H 0.98 1.75 -5.63  0.08
72 H -0.32 -0.62 1.54  0.04
73 H 2.40 -4.26 3.90  0.08
74 H 2.80 -0.53 -1.47  0.07
75 H -3.76 -1.24 0.07  0.08
76 H 4.35 -0.30 -7.15  0.09
77 H 0.03 -5.11 5.62  0.08
78 H 1.77 0.85 5.83  0.08
79 H 6.28 0.33 -5.05  0.08
80 H -8.13 0.13 0.12  0.10
81 H 3.33 1.11 -1.12  0.08
82 H -5.48 3.31 -0.91  0.11
83 H 2.39 2.46 -4.24  0.05
84 H 0.29 -0.22 7.10  0.08
85 H 2.67 1.80 -6.20  0.07
86 H 2.84 -0.33 5.07  0.09

=====

# C21H49N7O11SY

A structure of composition C21H49N7O11SY (wB97M-V/def2-TZVPD, the Open Molecules 2025 dataset).

Output
Multiplicity: 2
Expectation value of S²: 0.761
Lowest unoccupied orbital energy (alpha / beta) (eV): -3.98 / -8.01
Net charge: +2

Each line ends with the Löwdin charge.
Atoms and positions in Å:
1 Y 6.67 28.82 14.33  1.61
2 S 9.49 28.92 13.92  0.23
3 O 6.04 28.23 12.00  -0.10
4 O 7.66 26.82 15.44  -0.10
5 O 4.96 27.12 14.12  -0.12
6 O 5.53 28.35 16.40  -0.11
7 O 4.47 29.85 14.25  -0.10
8 O 8.73 29.24 15.06  -0.35
9 O 8.48 28.17 13.23  -0.35
10 O 10.73 28.13 14.06  -0.07
11 O 9.88 30.12 13.23  -0.08
12 O 6.55 30.68 15.84  -0.09
13 O 6.84 30.90 13.19  -0.09
14 N 7.89 32.33 16.85  -0.14
15 N 7.61 24.52 15.69  -0.16
16 N 5.96 26.64 10.31  -0.16
17 N 3.32 25.50 13.99  -0.16
18 N 6.40 32.97 12.33  -0.12
19 N 2.71 30.96 13.43  -0.18
20 N 6.07 27.83 18.56  -0.13
21 C 8.44 23.32 15.52  -0.03
22 C 3.32 25.50 12.53  0.00
23 C 8.85 32.36 15.72  -0.02
24 C 5.58 27.81 10.92  -0.26
25 C 6.31 24.47 16.28  -0.04
26 C 6.84 25.54 10.73  -0.02
27 C 8.09 33.22 17.99  -0.03
28 C 2.29 24.72 14.62  -0.03
29 C 1.33 31.40 13.62  -0.03
30 C 6.06 33.65 13.58  -0.02
31 C 6.12 33.72 11.12  -0.04
32 C 4.06 26.35 14.61  -0.27
33 C 3.35 30.35 14.43  -0.23
34 C 5.53 27.32 19.86  -0.02
35 C 3.24 31.12 12.14  -0.05
36 C 6.90 31.42 16.73  -0.29
37 C 5.51 26.36 8.90  -0.02
38 C 7.50 27.72 18.27  -0.04
39 C 6.78 31.71 12.27  -0.28
40 C 5.20 28.25 17.59  -0.23
41 C 8.23 25.72 15.39  -0.22
42 H 5.10 34.08 10.97  0.09
43 H 6.53 33.18 14.44  0.07
44 H 4.22 28.43 18.05  0.15
45 H 6.84 31.37 11.22  0.16
46 H 6.67 34.66 11.04  0.10
47 H 8.00 22.63 14.81  0.09
48 H 4.44 27.33 19.89  0.08
49 H 6.25 24.00 17.26  0.10
50 H 5.79 26.26 19.94  0.09
51 H 4.01 30.40 11.87  0.09
52 H 4.09 24.88 12.06  0.09
53 H 5.83 27.81 20.78  0.09
54 H 9.86 32.09 16.02  0.10
55 H 6.49 33.21 10.24  0.09
56 H 1.17 32.20 12.91  0.09
57 H 6.12 27.04 8.30  0.10
58 H 6.37 31.26 17.69  0.15
59 H 4.51 26.78 8.86  0.08
60 H 3.90 26.19 15.68  0.14
61 H 1.91 23.96 13.93  0.10
62 H 5.46 25.30 8.67  0.10
63 H 6.23 24.78 11.23  0.08
64 H 2.29 25.26 12.24  0.10
65 H 3.30 32.18 11.88  0.10
66 H 8.43 22.91 16.53  0.10
67 H 6.02 25.49 16.54  0.07
68 H 7.85 26.76 17.90  0.08
69 H 8.12 34.28 17.74  0.09
70 H 1.38 25.18 15.00  0.10
71 H 7.36 25.04 9.91  0.10
72 H 5.15 28.49 10.17  0.15
73 H 9.47 23.38 15.16  0.10
74 H 8.16 27.89 19.12  0.10
75 H 9.09 33.41 15.54  0.10
76 H 1.10 31.92 14.55  0.10
77 H 5.60 23.89 15.69  0.10
78 H 2.75 30.30 15.35  0.16
79 H 9.22 25.57 14.92  0.15
80 H 3.48 26.50 12.14  0.08
81 H 7.27 33.32 18.70  0.10
82 H 2.48 30.80 11.42  0.10
83 H 7.92 28.42 17.55  0.08
84 H 8.69 31.71 14.86  0.06
85 H 5.03 33.86 13.88  0.10
86 H 6.40 34.68 13.68  0.10
87 H 2.81 24.26 15.46  0.09
88 H 0.62 30.58 13.46  0.10
89 H 7.45 25.93 11.54  0.09
90 H 9.09 32.97 18.34  0.10

=====

# C21H49N7O7Pt

A structure of composition C21H49N7O7Pt (wB97M-V/def2-TZVPD, the Open Molecules 2025 dataset).

Output
Multiplicity: 3
Expectation value of S²: 2.003
Lowest unoccupied orbital energy (alpha / beta) (eV): -3.77 / -4.68
Net charge: +2
Relative energy (zero: lowest compared OMol25 entry of this formula, charge and spin) (kJ/mol): 51.87

Each line ends with the Löwdin charge.
Atoms and positions in Å:
1 Pt -0.07 0.03 -0.14  1.35
2 O 1.43 0.38 -1.65  -0.10
3 O -1.40 0.01 1.52  -0.11
4 O -1.95 0.39 -1.60  -0.09
5 O 0.75 -2.01 1.35  -0.04
6 O 1.59 0.68 1.07  -0.10
7 O -0.41 2.29 -0.09  -0.05
8 O -0.36 -1.81 -1.22  -0.13
9 N 2.24 1.43 3.08  0.04
10 N 3.58 0.31 -2.31  0.05
11 N -3.39 0.78 2.23  0.04
12 N -1.76 -3.56 -1.69  0.05
13 N -1.93 0.40 -3.87  0.05
14 N 1.17 -4.06 2.20  0.02
15 N -0.30 4.26 1.02  0.02
16 C -0.18 -4.58 2.21  -0.04
17 C -3.41 1.96 -2.70  0.04
18 C 3.88 -0.90 -1.52  -0.03
19 C 2.38 1.33 1.73  -0.51
20 C -2.33 0.00 2.34  -0.51
21 C -2.20 -0.82 3.61  0.03
22 C -0.57 -3.01 -1.41  -0.49
23 C 0.58 -3.99 -1.58  0.04
24 C -0.35 3.50 -0.10  -0.49
25 C 3.65 1.89 1.10  0.04
26 C -0.39 3.82 2.36  -0.06
27 C 3.02 -2.39 1.99  0.03
28 C -2.31 0.87 -2.70  -0.49
29 C 1.98 1.76 -3.48  0.04
30 C -0.41 4.32 -1.37  0.02
31 C 1.16 0.78 3.84  -0.03
32 C -3.02 -2.86 -1.56  -0.04
33 C 2.33 0.78 -2.38  -0.49
34 C -0.95 -0.66 -4.11  -0.03
35 C -3.69 1.59 1.00  0.00
36 C 1.56 -2.82 1.80  -0.52
37 H 4.33 0.76 -2.81  0.15
38 H -3.08 -1.42 3.86  0.09
39 H -3.81 0.89 0.18  0.08
40 H 1.17 -3.62 -2.42  0.10
41 H 4.95 -0.91 -1.34  0.10
42 H -0.69 -4.44 1.25  0.07
43 H 3.64 -1.75 -2.17  0.09
44 H 1.41 2.58 -3.05  0.07
45 H 0.18 0.90 3.38  0.06
46 H 0.38 5.05 -1.55  0.09
47 H 1.26 1.30 -4.16  0.08
48 H -3.61 -2.72 -2.47  0.09
49 H 1.38 -0.28 3.89  0.09
50 H 1.91 -4.71 2.43  0.14
51 H 0.28 2.97 2.52  0.06
52 H -0.22 -0.71 -3.30  0.06
53 H -1.41 -1.63 -4.29  0.09
54 H 2.80 2.07 -4.14  0.09
55 H 2.97 1.83 3.65  0.14
56 H -1.37 3.43 2.66  0.09
57 H -4.05 0.87 2.98  0.15
58 H 3.65 -2.69 1.16  0.08
59 H -1.28 -1.40 3.64  0.07
60 H -2.43 0.72 -4.68  0.15
61 H 1.19 -3.96 -0.68  0.07
62 H -3.96 2.04 -1.77  0.07
63 H -0.12 5.25 0.91  0.15
64 H -2.92 2.35 0.98  0.07
65 H -0.09 -5.66 2.35  0.09
66 H 4.47 2.16 1.78  0.09
67 H 1.08 1.22 4.83  0.10
68 H -4.03 1.73 -3.56  0.09
69 H -3.73 -3.48 -1.00  0.09
70 H 3.37 -2.69 2.98  0.09
71 H -2.88 -1.95 -0.98  0.08
72 H -2.10 -0.10 4.43  0.09
73 H -0.40 -0.38 -5.01  0.09
74 H -1.31 4.93 -1.25  0.10
75 H 2.97 -1.32 2.14  0.06
76 H -2.90 2.92 -2.80  0.08
77 H 0.19 -5.00 -1.73  0.09
78 H 4.09 1.18 0.41  0.07
79 H -0.59 3.71 -2.25  0.07
80 H -4.64 2.01 1.32  0.10
81 H 3.38 2.90 0.78  0.10
82 H -0.12 4.63 3.04  0.10
83 H 3.30 -0.94 -0.59  0.06
84 H -0.72 -4.15 3.05  0.09
85 H -1.83 -4.56 -1.58  0.14

=====

# C21H50Cl2MnOP2

A structure of composition C21H50Cl2MnOP2 (wB97M-V/def2-TZVPD, the Open Molecules 2025 dataset).

Output
Multiplicity: 5
Expectation value of S²: 6.163
Lowest unoccupied orbital energy (alpha / beta) (eV): 2.98 / 2.98
Net charge: -1
Relative energy (zero: lowest compared OMol25 entry of this formula, charge and spin) (kJ/mol): 50.21

Each line ends with the Löwdin charge.
Atoms and positions in Å:
1 Mn 0.04 -0.29 -0.18  -0.06
2 Cl -0.01 0.22 -2.41  0.09
3 Cl 0.26 -1.55 1.71  0.11
4 P 2.50 0.02 -0.42  0.99
5 P -2.35 -0.82 -0.52  0.99
6 O -0.20 1.71 0.86  -0.40
7 C 1.89 2.73 -1.10  -0.15
8 C -2.80 1.86 0.34  -0.16
9 C -3.36 -0.95 2.12  -0.12
10 C 4.64 -1.15 -1.84  -0.13
11 C -0.52 1.94 3.20  -0.06
12 C 3.56 0.02 1.13  -0.53
13 C 3.14 -1.31 -1.56  -0.54
14 C 4.31 2.13 -1.06  -0.14
15 C -0.63 3.94 1.59  -0.07
16 C 3.65 -1.35 1.80  -0.14
17 C -3.27 -1.74 0.81  -0.54
18 C -1.77 -2.76 -2.51  -0.15
19 C -2.63 -3.11 1.03  -0.15
20 C -4.22 -2.27 -2.10  -0.14
21 C -4.65 0.85 -1.01  -0.13
22 C -0.01 2.58 1.92  -0.61
23 C 2.77 -2.74 -1.13  -0.14
24 C -3.14 0.86 -0.76  -0.53
25 C 2.90 1.61 -1.34  -0.54
26 C 2.98 1.03 2.12  -0.13
27 C -2.80 -1.69 -2.11  -0.54
28 H 5.08 1.35 -1.11  0.05
29 H 3.66 -3.29 -0.78  0.07
30 H 2.29 3.67 -1.50  0.07
31 H 5.23 -1.08 -0.91  0.07
32 H 4.35 2.61 -0.08  0.07
33 H 2.83 1.29 -2.39  0.09
34 H -2.23 -3.42 -3.26  0.07
35 H -1.80 1.65 0.82  0.01
36 H 2.58 -1.07 -2.48  0.07
37 H 0.18 -1.73 -0.71  -0.04
38 H 3.19 2.08 1.85  0.07
39 H -2.38 -0.54 2.42  0.05
40 H -4.97 -1.59 -1.68  0.04
41 H 1.07 2.74 2.03  0.09
42 H 4.22 -2.08 1.22  0.06
43 H -1.56 -3.00 1.23  -0.02
44 H -1.58 1.63 3.08  0.07
45 H 1.68 2.87 -0.03  0.05
46 H -3.09 -3.58 1.91  0.07
47 H -2.76 -3.79 0.17  0.06
48 H -4.51 -2.47 -3.15  0.08
49 H 2.37 -3.27 -2.00  0.08
50 H -0.36 4.72 2.32  0.07
51 H 4.56 0.35 0.81  0.08
52 H 5.00 -2.03 -2.39  0.07
53 H -1.72 3.85 1.64  0.06
54 H -5.02 1.88 -0.94  0.07
55 H 0.10 1.07 3.44  0.05
56 H -1.45 -3.37 -1.66  0.06
57 H -2.61 1.19 -1.68  0.08
58 H 3.40 0.86 3.12  0.08
59 H -4.90 0.48 -2.01  0.06
60 H 0.93 2.53 -1.60  0.02
61 H 4.14 -1.22 2.78  0.07
62 H 4.55 2.88 -1.82  0.08
63 H -0.47 2.62 4.05  0.07
64 H -0.30 4.27 0.60  0.08
65 H -2.75 -0.87 -2.84  0.09
66 H 1.89 0.91 2.20  0.03
67 H -4.29 -1.88 0.41  0.08
68 H -2.67 2.85 -0.13  0.08
69 H -0.89 -2.29 -2.97  0.03
70 H -3.70 -1.63 2.91  0.07
71 H 2.64 -1.73 1.99  -0.02
72 H -4.26 -3.22 -1.56  0.07
73 H -3.57 1.92 1.11  0.07
74 H 4.85 -0.27 -2.46  0.06
75 H -4.09 -0.13 2.06  0.06
76 H -5.18 0.26 -0.26  0.07
77 H 2.01 -2.77 -0.34  0.03

=====

Ordered max |F| results: 3.34 5.64 6.28 2.85 2.31; unit eV Å⁻¹.